# 1
96
Properties=species:S:1:pos:R:3 method="wB97M-V/def2-TZVPD" charge=+1 de_lowest_kcal_mol=7.7 fmax_ev_per_a=0.9 homo_ha="-0.373 / -0.433" homo_lumo_gap_ev="7.221 / 5.523" spin_multiplicity=5
Rh -0.3179 0.0080 0.7417
F -0.1101 -3.1819 -4.3226
C -0.4495 -1.9054 -4.3590
F 0.1508 -1.3055 -5.3715
F -1.7715 -1.8094 -4.5133
S -0.0085 -1.0733 -2.7752
O -0.7767 -1.7416 -1.7261
O -0.3683 0.3188 -2.9341
N 1.5273 -1.3795 -2.7547
S 2.2622 -1.1555 -1.3742
O 3.6707 -1.1295 -1.5370
O 1.6276 -0.0896 -0.6006
C 1.9237 -2.7300 -0.3928
F 3.0288 -3.1054 0.2285
F 1.5129 -3.7063 -1.1841
F 0.9725 -2.5132 0.5369
C 2.5206 2.7716 1.0570
C 1.2787 2.6925 1.9579
C 0.0846 3.0461 1.0615
C 1.3958 3.7662 3.0492
Si 1.0695 0.9068 2.6751
C 2.7461 0.1258 3.2256
C 3.4757 1.1095 4.1578
C 3.7018 -0.2149 2.0744
C 2.5130 -1.1820 3.9977
C -0.2484 0.7732 4.0815
C 0.2740 1.1892 5.4632
C -1.4467 1.6686 3.7618
C -0.7941 -0.6630 4.1673
H 2.5168 3.7318 0.5315
H 2.5395 1.9825 0.3033
H 3.4471 2.7226 1.6251
H 0.2412 4.0300 0.6050
H -0.8526 3.0790 1.6126
H -0.0239 2.3451 0.2160
H 1.5489 4.7427 2.5771
H 2.2411 3.5930 3.7143
H 0.4985 3.8429 3.6631
H 3.8075 2.0055 3.6361
H 4.3721 0.6119 4.5411
H 2.8815 1.4153 5.0186
H 4.0732 0.6603 1.5487
H 3.2461 -0.8689 1.3434
H 4.5686 -0.7415 2.4838
H 1.9621 -1.0381 4.9259
H 3.4857 -1.6034 4.2664
H 1.9904 -1.9280 3.3970
H 0.6646 2.2077 5.4693
H 1.0543 0.5274 5.8348
H -0.5499 1.1510 6.1844
H -1.2026 2.7306 3.7662
H -2.2144 1.5075 4.5258
H -1.8817 1.4246 2.7858
H -0.0582 -1.3821 4.5192
H -1.1569 -1.0216 3.1960
H -1.6409 -0.6911 4.8617
C -4.8386 -0.0384 2.8682
Si -4.8236 0.9435 1.3041
C -4.1308 2.6549 1.4925
C -6.5172 0.8679 0.5623
Sb -2.6469 -0.0469 -0.5203
Si -3.7135 -2.4661 -0.3504
C -3.1851 -2.9788 1.3725
C -5.5671 -2.2857 -0.5253
C -3.1035 -3.6996 -1.5859
Si -3.2715 1.7000 -2.4378
C -2.1299 3.0872 -1.9707
C -5.0769 2.1445 -2.3143
C -3.0339 1.1015 -4.1713
H -5.8076 0.1990 3.3222
H -4.0498 0.2594 3.5489
H -4.8011 -1.1171 2.7330
H -4.4986 3.0205 2.4579
H -4.4675 3.3351 0.7130
H -3.0437 2.6734 1.5271
H -7.0850 1.5807 1.1743
H -6.9697 -0.1111 0.6908
H -6.6130 1.1718 -0.4713
H -2.8091 -2.1567 1.9810
H -2.3842 -3.7176 1.3005
H -4.0191 -3.4433 1.9042
H -6.0485 -2.1087 0.4351
H -5.9737 -3.2189 -0.9222
H -5.8514 -1.4871 -1.2110
H -2.0202 -3.7678 -1.6211
H -3.4789 -3.5022 -2.5881
H -3.5057 -4.6637 -1.2571
H -2.3016 3.4501 -0.9562
H -2.2677 3.9247 -2.6598
H -1.0944 2.7524 -2.0490
H -5.3610 2.6902 -1.4185
H -5.7047 1.2595 -2.4150
H -5.2967 2.7866 -3.1718
H -2.0060 0.8473 -4.4007
H -3.3338 1.9393 -4.8090
H -3.6794 0.2562 -4.4112



# 2
83
Properties=species:S:1:pos:R:3 method="wB97M-V/def2-TZVPD" charge=0 fmax_ev_per_a=1.9 smiles="CN(CCCCO)S(=O)(=O)F.CCCCCC.CCCCCC.CCCCCC" homo_ha=-0.375 homo_lumo_gap_ev=10.708
C -2.4740 -3.1994 -0.1687
N -2.6736 -3.4531 -1.5952
C -3.0671 -2.2952 -2.4285
C -4.5545 -1.9810 -2.6269
C -5.4218 -1.8235 -1.3517
C -6.2978 -3.0404 -1.0793
O -7.6081 -2.6992 -1.5548
S -3.3029 -4.9084 -1.9541
O -2.2813 -5.8685 -1.9252
O -4.0821 -4.8847 -3.1273
F -4.1753 -5.2223 -0.7031
H -1.6041 -2.5640 -0.0692
H -3.3360 -2.7897 0.3448
H -2.2139 -4.1253 0.3283
H -2.5864 -1.4240 -2.0031
H -2.6274 -2.4230 -3.4112
H -4.5988 -1.0231 -3.1387
H -5.0764 -2.6708 -3.2744
H -4.8867 -1.4934 -0.4676
H -6.1367 -1.0374 -1.5658
H -6.3676 -3.2781 -0.0199
H -5.9582 -3.8744 -1.6808
H -8.1696 -3.4865 -1.5207
C -3.0556 1.6632 -0.9419
C -3.4767 2.7056 -1.9738
C -2.7484 2.5639 -3.3098
C -1.2323 2.7402 -3.2320
C -0.7640 4.0701 -2.6477
C -1.1848 5.2861 -3.4676
H -1.9981 1.7554 -0.6861
H -3.6280 1.7885 -0.0216
H -3.2340 0.6519 -1.3152
H -3.3278 3.7066 -1.5613
H -4.5499 2.6075 -2.1565
H -3.1685 3.2826 -4.0185
H -2.9597 1.5742 -3.7289
H -0.8170 2.6269 -4.2382
H -0.8028 1.9267 -2.6388
H 0.3277 4.0499 -2.5895
H -1.1217 4.1758 -1.6194
H -0.8005 5.2192 -4.4873
H -0.7937 6.2019 -3.0229
H -2.2702 5.3846 -3.5177
C 0.7473 0.1789 1.1954
C 0.7637 1.5185 1.9253
C 0.9911 2.7091 0.9975
C 2.3316 2.7070 0.2616
C 3.5619 2.6556 1.1662
C 3.6890 3.8632 2.0904
H 1.7043 -0.0259 0.7132
H 0.5516 -0.6327 1.8985
H -0.0346 0.1576 0.4316
H 1.5238 1.4990 2.7112
H -0.1959 1.6528 2.4319
H 0.8932 3.6312 1.5771
H 0.1874 2.7375 0.2531
H 2.3849 3.6046 -0.3627
H 2.3670 1.8603 -0.4301
H 4.4519 2.6041 0.5334
H 3.5587 1.7370 1.7606
H 3.7361 4.7899 1.5150
H 4.5989 3.7946 2.6881
H 2.8479 3.9335 2.7818
C 4.9215 -3.3386 0.9808
C 5.1595 -3.4686 2.4827
C 4.1487 -2.6941 3.3263
C 4.1574 -1.1802 3.1125
C 5.4998 -0.4970 3.3663
C 5.9867 -0.6315 4.8063
H 5.0211 -2.3056 0.6439
H 5.6456 -3.9351 0.4245
H 3.9228 -3.6899 0.7135
H 6.1775 -3.1501 2.7224
H 5.0981 -4.5249 2.7565
H 4.3266 -2.9149 4.3824
H 3.1435 -3.0691 3.1085
H 3.4029 -0.7340 3.7694
H 3.8347 -0.9549 2.0912
H 5.3951 0.5659 3.1307
H 6.2599 -0.8858 2.6834
H 5.2592 -0.2106 5.5035
H 6.9284 -0.0987 4.9442
H 6.1574 -1.6737 5.0795



# 3
87
Properties=species:S:1:pos:R:3 method="wB97M-V/def2-TZVPD" charge=-1 fmax_ev_per_a=1.9 homo_ha=-0.164 homo_lumo_gap_ev=6.939
C 4.1588 -3.3385 0.3502
C 2.9679 -2.4471 0.7453
C 2.6213 -2.6597 2.2187
C 1.7326 -1.5719 2.8725
Si 0.2824 -0.9491 1.8535
C -0.4466 -2.4142 0.9125
C -0.8689 -2.0867 -0.5449
C -0.1226 -2.8704 -1.6297
C -0.7975 -2.5169 -2.9774
C -0.2015 -4.3980 -1.4212
C -1.0738 -0.3490 3.0359
C -2.0253 0.7291 2.4671
P -3.2490 0.1329 1.3073
O -3.5260 -1.3152 1.3373
O -2.7290 0.7112 -0.0794
C -3.6842 1.0608 -1.1054
C -2.9217 1.2022 -2.4280
O -4.5795 0.9821 1.6522
C -5.8339 0.2981 1.5675
C -6.9300 1.3477 1.5820
O 0.6468 0.2268 0.7301
Si 1.5803 1.5815 0.9688
C 3.4353 1.2502 0.9188
C 3.9586 1.0645 -0.5140
C 5.4882 0.9062 -0.5077
P 1.1442 2.7343 2.8778
S 2.0347 2.0638 4.5181
C 1.1337 2.7523 -0.4285
C -0.1645 3.4984 -0.0300
C 0.8639 1.8031 -1.6321
C 1.0509 2.3906 -3.0260
C 0.8233 1.2738 -4.0819
H 5.1072 -2.9371 0.7062
H 4.1852 -3.5157 -0.7252
H 4.0280 -4.3185 0.8197
H 2.1428 -2.7488 0.1033
H 3.2255 -1.4128 0.5256
H 3.5641 -2.7254 2.7696
H 2.1171 -3.6242 2.3200
H 2.3808 -0.7743 3.2437
H 1.2774 -2.0138 3.7668
H -1.3295 -2.7480 1.4605
H 0.2403 -3.2615 0.8995
H -0.7929 -1.0264 -0.7865
H -1.9258 -2.3499 -0.6505
H 0.9095 -2.5298 -1.7432
H -1.0586 -1.4570 -3.0041
H -1.7117 -3.0998 -3.0974
H -0.1281 -2.7093 -3.8177
H -0.8631 -4.6552 -0.5949
H 0.7898 -4.8276 -1.2714
H -0.6157 -4.8725 -2.3122
H -1.6658 -1.2415 3.2625
H -0.6571 -0.0133 3.9878
H -1.4307 1.4651 1.9234
H -2.5007 1.2853 3.2756
H -4.0813 2.0384 -0.8377
H -4.4761 0.3181 -1.1884
H -3.3493 0.5866 -3.2171
H -1.9087 0.8318 -2.2677
H -2.8177 2.2429 -2.7237
H -5.9147 -0.2994 0.6601
H -5.9726 -0.3698 2.4174
H -6.9205 1.9590 0.6810
H -6.8012 1.9971 2.4487
H -7.9072 0.8722 1.6791
H 3.8955 2.1608 1.3182
H 3.7279 0.3734 1.4958
H 3.6710 1.8886 -1.1658
H 3.5461 0.1584 -0.9655
H 5.8515 0.3859 -1.3926
H 5.9702 1.8784 -0.3993
H 5.7758 0.3175 0.3671
H 1.6088 4.0282 2.5793
H -0.2295 2.9102 3.1034
H 1.9272 3.4649 -0.6562
H -0.7741 2.8378 0.6113
H 0.0323 4.4319 0.4942
H -0.7565 3.7283 -0.9153
H -0.1874 1.5123 -1.5372
H 1.4412 0.8764 -1.5618
H 2.0812 2.7346 -3.1500
H 0.3472 3.2049 -3.1932
H 1.4717 1.4399 -4.9429
H -0.2188 1.2460 -4.4029
H 1.0764 0.2954 -3.6609
F -0.1654 4.9684 -2.2477



# 4
87
Properties=species:S:1:pos:R:3 method="wB97M-V/def2-TZVPD" charge=+2 de_lowest_kcal_mol=0.0 fmax_ev_per_a=1.4 homo_ha="-0.526 / -0.526" homo_lumo_gap_ev="7.994 / 7.994"
Ru -0.2553 -0.7047 0.1775
C 1.1644 -3.5902 -1.0662
Si 1.6213 -1.8606 -0.5207
C 2.8916 -1.1876 -1.6835
C 2.2523 -1.6892 1.2373
C 3.6158 -1.4270 1.4483
C 4.1331 -1.2886 2.7224
C 3.2899 -1.3332 3.8321
C 1.9355 -1.5407 3.6591
C 1.4030 -1.7640 2.3808
Si -0.3862 -2.1775 2.1585
C -0.7750 -3.9790 2.1623
C -1.5330 -1.2000 3.2525
H 2.0709 -4.2024 -1.0131
H 0.8545 -3.6038 -2.1174
H 0.4082 -4.0907 -0.4618
H 3.7382 -1.8811 -1.7231
H 3.2678 -0.2187 -1.3563
H 2.5149 -1.0970 -2.7005
H 4.2908 -1.3608 0.6031
H 5.1965 -1.1408 2.8607
H 3.7008 -1.2173 4.8265
H 1.2952 -1.5685 4.5338
H -0.9325 -4.2107 3.2228
H 0.0510 -4.5918 1.8055
H -1.6909 -4.2469 1.6401
H -1.0931 -1.1635 4.2568
H -2.5081 -1.6824 3.3355
H -1.6729 -0.1627 2.9526
C -1.8158 4.3418 0.0300
Si -1.7709 2.5224 -0.3138
C -2.7067 1.6133 1.0231
C -2.5327 2.1188 -1.9931
As 0.4449 1.6424 -0.3501
Si 1.2860 2.3233 -2.5012
C 0.8073 0.9878 -3.7218
C 0.4130 3.9147 -2.8825
C 3.1041 2.6609 -2.4069
Si 1.6085 2.6958 1.4634
C 3.3989 2.2653 1.2843
C 1.3533 4.5333 1.3544
C 0.8880 1.9756 3.0183
H -2.8245 4.7041 -0.1933
H -1.1192 4.9183 -0.5734
H -1.6157 4.5470 1.0818
H -3.7798 1.7847 0.8910
H -2.4385 1.9741 2.0180
H -2.5506 0.5284 1.0317
H -3.3493 1.3960 -1.8969
H -1.8216 1.7530 -2.7373
H -2.9832 3.0166 -2.4219
H -0.0001 1.3346 -4.3712
H 0.4815 0.0684 -3.2314
H 1.6535 0.7304 -4.3623
H -0.6735 3.8330 -2.9020
H 0.7312 4.2236 -3.8840
H 0.6956 4.7136 -2.1962
H 3.7164 1.7727 -2.2614
H 3.3395 3.3871 -1.6280
H 3.3947 3.1124 -3.3609
H 3.8421 2.6413 0.3628
H 3.5670 1.1934 1.3428
H 3.9283 2.7312 2.1219
H 1.2770 4.8886 0.3248
H 2.2085 5.0404 1.8083
H 0.4573 4.8540 1.8867
H 0.8474 0.8841 2.9885
H -0.1161 2.3528 3.2229
H 1.5243 2.2352 3.8694
C -2.5429 -4.3904 -1.1591
C -2.9090 -2.9188 -1.0500
C -3.7037 -2.6056 0.2041
C -3.6596 -2.4914 -2.3114
N -1.5868 -2.1742 -0.9650
N -1.6367 -0.7945 -1.3060
H -3.4546 -4.9868 -1.1330
H -1.9045 -4.7256 -0.3455
H -2.0377 -4.6016 -2.1042
H -4.7042 -3.0297 0.1222
H -3.8340 -1.5282 0.3538
H -3.2274 -3.0188 1.0942
H -4.5103 -3.1569 -2.4569
H -3.0335 -2.5721 -3.2036
H -4.0674 -1.4798 -2.2491
H -0.8885 -2.6071 -1.5639
H -2.5197 -0.3887 -0.9996
H -1.4987 -0.5628 -2.2869



no.,electronic energy (eV)
1,-113432.044
2,-45912.079
3,-80810.215
4,-130522.594